Entry 1:
Computed, not measured: a cluster of 8 separate species, C25H55Cl2O18P2 in total at a distorted geometry, with the ωB97M-V functional and the def2-TZVPD basis.

Results
Charge: -1
Energy relative to the best compared isomer or geometry (same formula, charge and spin) (eV): 3.167
E_LUMO (Ha): 0.08529
HOMO level (eV): -4.2
HOMO-LUMO gap (eV): 6.489

Atoms and positions in Å:
C  -0.6660  0.8933  0.1119
C  -0.8174  -0.5782  -0.1711
O  -1.8841  -1.0015  -0.7053
O  0.0695  -1.3454  0.2818
H  -1.4734  1.3191  0.7078
H  -0.5835  1.4868  -0.7986
H  0.2442  1.1451  0.6562
C  -3.4008  -0.6943  -4.1482
Cl  -5.1084  -0.9217  -4.3540
Cl  -2.9552  0.9710  -3.7314
H  -3.0290  -1.2812  -3.3083
H  -2.9291  -1.0203  -5.0752
C  0.2089  -2.7267  -5.8456
O  1.3737  -3.2083  -5.1126
P  1.6228  -2.5868  -3.6274
O  0.6749  -3.1948  -2.6364
O  3.2234  -2.9476  -3.3417
C  4.2369  -2.6508  -4.2420
O  1.6393  -1.0134  -3.8873
C  0.5704  -0.2246  -3.4225
H  0.6863  -2.1707  -6.6525
H  -0.4144  -2.1149  -5.1934
H  -0.3179  -3.5669  -6.2978
H  4.7347  -3.5484  -4.6090
H  4.9120  -1.9130  -3.8085
H  3.9137  -2.0835  -5.1148
H  1.0092  0.5151  -2.7529
H  -0.1596  -0.8520  -2.9111
H  -0.0011  0.2820  -4.2002
C  -3.1263  0.0097  2.8601
O  -3.9866  -1.1323  2.9273
P  -3.4264  -2.6663  3.0182
O  -2.4862  -3.0661  1.9223
O  -2.8580  -2.6964  4.5533
C  -1.7726  -3.5219  4.9650
O  -4.7949  -3.5871  3.0733
C  -5.8494  -3.1403  3.9462
H  -3.0985  0.5854  3.7853
H  -3.5061  0.6193  2.0403
H  -2.0885  -0.1358  2.5602
H  -2.0510  -4.0458  5.8794
H  -0.8836  -2.9558  5.2430
H  -1.5192  -4.2947  4.2393
H  -5.6126  -2.3800  4.6905
H  -6.1101  -4.0730  4.4463
H  -6.7185  -2.8369  3.3624
O  2.0572  1.3859  3.6435
C  0.9609  0.9063  3.7916
O  -0.1526  1.6434  3.8001
C  -0.1902  3.0514  3.8307
C  -0.1495  3.6417  2.4251
C  0.7377  -0.5411  3.7243
H  0.6139  3.4289  4.4624
H  -1.1305  3.3226  4.3107
H  -0.9247  3.3410  1.7202
H  0.7255  3.3003  1.8721
H  -0.1572  4.7316  2.4317
H  1.4881  -1.0756  4.3068
H  0.8286  -0.6945  2.6490
H  -0.2321  -0.8846  4.0844
O  -5.3260  5.0284  -0.9041
C  -4.7533  6.0870  -0.6661
O  -3.5533  6.2508  -0.0685
C  -2.6576  5.1597  0.2466
C  -1.9635  4.7897  -1.0182
C  -5.4828  7.3767  -0.8892
H  -3.1661  4.3118  0.7056
H  -1.9258  5.5131  0.9729
H  -1.3972  5.6083  -1.4624
H  -2.6594  4.4314  -1.7768
H  -1.2387  3.9829  -0.9094
H  -4.9690  8.2251  -0.4372
H  -6.5140  7.3778  -0.5361
H  -5.6007  7.4948  -1.9663
O  4.8389  0.0373  -2.2520
C  3.7938  0.1807  -1.6243
O  2.9949  1.3552  -1.5617
C  3.3217  2.4914  -2.3636
C  3.8634  3.5579  -1.4120
C  3.2906  -1.0243  -0.8640
H  2.3933  2.8592  -2.8006
H  4.0239  2.3581  -3.1866
H  3.1771  3.8118  -0.6042
H  4.1349  4.4649  -1.9520
H  4.7189  3.1373  -0.8834
H  3.1611  -0.6948  0.1669
H  4.0071  -1.8389  -0.9695
H  2.3273  -1.2770  -1.3069
O  1.9581  -4.2133  -0.2530
C  3.1422  -4.4961  0.0215
O  3.7684  -3.9238  1.0963
C  3.1142  -3.0163  1.9759
C  4.2479  -2.2394  2.6827
C  3.8976  -5.4464  -0.8484
H  2.6286  -3.6359  2.7298
H  2.3703  -2.3834  1.4919
H  4.7155  -1.6313  1.9083
H  5.0494  -2.8480  3.1012
H  3.8763  -1.5401  3.4318
H  4.6783  -4.8731  -1.3483
H  3.3284  -5.7697  -1.7199
H  4.4184  -6.2464  -0.3221

---

Entry 2:
Computed, not measured: a cluster of 10 separate species, C25H55N21O12P2 in total at a distorted geometry, with the ωB97M-V functional and the def2-TZVPD basis.

Results
SMILES: O=P(O)(O)Pc1cnc2c(CCCCn3cccc3)cccc2n1.NC(N)=O.NC(N)=O.NC(N)=O.NC(N)=O.NC(N)=O.NC(N)=O.NC(N)=O.NC(N)=O.NC(N)=O
E_LUMO (Ha): -0.03105
HOMO level (eV): -6.9
HOMO-LUMO gap (eV): 6.089

Atoms and positions in Å:
O  2.3127  -1.9452  1.3935
P  1.7810  -3.1903  0.6393
O  0.3553  -3.6839  1.4825
O  2.9635  -4.4063  0.5544
P  1.3298  -2.4785  -1.4092
C  0.8241  -0.6395  -1.2069
C  -0.3919  -0.3560  -0.2812
N  -0.8614  0.9687  -0.0471
C  -0.1066  1.9802  -0.7420
C  -0.5741  3.4822  -0.4977
C  -1.7762  3.8553  0.4910
C  -3.2435  3.6965  -0.1439
C  -3.7502  2.1821  -0.2938
C  -3.9045  1.3834  1.0849
N  -4.7504  0.1434  0.9146
C  -4.6979  -0.8055  -0.2008
C  -5.6941  -1.9768  -0.0604
C  -6.4717  -1.6993  1.2834
C  -5.7963  -0.3812  1.7904
C  0.1937  4.6325  -1.2468
C  1.4172  4.3070  -2.1927
C  1.8443  2.8231  -2.3543
C  1.0887  1.6104  -1.6594
N  1.6197  0.2999  -1.9339
H  -0.2715  -2.9143  1.5023
H  3.4664  -4.4858  1.3976
H  2.5406  -2.4885  -2.1878
H  -0.9297  -1.2244  0.2329
H  -1.6670  3.3176  1.5057
H  -1.6516  4.9837  0.7304
H  -3.2554  4.1668  -1.1980
H  -3.9844  4.3043  0.5094
H  -4.8061  2.2338  -0.7707
H  -3.0734  1.6766  -1.0707
H  -4.3860  1.9894  1.9289
H  -2.8925  1.0082  1.5068
H  -4.0307  -0.7955  -1.1310
H  -5.9061  -2.8791  -0.7181
H  -7.3048  -2.3178  1.7561
H  -6.0845  0.1546  2.7544
H  -0.0839  5.7391  -1.1467
H  2.0089  5.1386  -2.7237
H  2.7577  2.5865  -3.0184
N  -7.2008  4.5486  -3.6721
C  -6.1087  3.9180  -3.1742
N  -5.3003  3.3613  -4.1086
O  -5.8718  3.8561  -1.9775
H  -7.4131  4.6104  -4.6512
H  -7.8266  4.9752  -3.0082
H  -4.4776  2.8828  -3.7776
H  -5.4767  3.4006  -5.0959
N  2.5479  -6.1652  -2.9331
C  3.2169  -5.9884  -4.0963
N  3.8886  -4.8112  -4.1934
O  3.2177  -6.8220  -4.9910
H  2.5349  -5.4934  -2.1869
H  2.0348  -7.0291  -2.8229
H  4.3991  -4.6428  -5.0454
H  3.9013  -4.1121  -3.4714
N  5.9081  -4.8835  -1.4572
C  6.3305  -3.6107  -1.2740
N  7.3480  -3.4715  -0.3894
O  5.8318  -2.6601  -1.8619
H  6.3015  -5.6781  -0.9866
H  5.1517  -5.0253  -2.1086
H  7.6899  -2.5382  -0.2262
H  7.7703  -4.2378  0.1025
N  5.5465  1.1787  -3.8650
C  5.9713  2.4515  -3.6730
N  6.9870  2.5802  -2.7846
O  5.4777  3.4068  -4.2542
H  5.9385  0.3807  -3.3972
H  4.7924  1.0404  -4.5181
H  7.3316  3.5110  -2.6134
H  7.4052  1.8085  -2.2975
N  0.3296  1.5868  3.1331
C  0.7484  2.8598  3.3276
N  1.7578  2.9912  4.2153
O  0.2487  3.8183  2.7421
H  0.7248  0.7911  3.6019
H  -0.4224  1.4449  2.4768
H  2.0992  3.9240  4.3888
H  2.1785  2.2178  4.7045
N  -1.8387  -1.8459  -3.5942
C  -3.1551  -2.0924  -3.8030
N  -3.4124  -3.0874  -4.6869
O  -4.0409  -1.4668  -3.2384
H  -1.0966  -2.3482  -4.0472
H  -1.6063  -1.1126  -2.9429
H  -4.3798  -3.3006  -4.8689
H  -2.7001  -3.6128  -5.1607
N  1.9677  0.6512  8.2792
C  1.3258  1.4356  7.3798
N  0.5061  2.3658  7.9215
O  1.4750  1.3135  6.1723
H  1.8588  0.7359  9.2734
H  2.5874  -0.0536  7.9135
H  0.0112  2.9693  7.2833
H  0.3690  2.4836  8.9088
N  -0.0883  6.8489  7.4237
C  0.5561  6.1965  6.4229
N  -0.2181  5.8896  5.3558
O  1.7429  5.9086  6.4814
H  -1.0612  7.0946  7.3956
H  0.4547  7.0947  8.2355
H  0.2255  5.4024  4.5890
H  -1.1936  6.1165  5.2885
N  -1.1279  -8.7628  -2.2324
C  -0.5628  -7.7539  -1.5276
N  -1.2145  -7.4234  -0.3880
O  0.4577  -7.1849  -1.8925
H  -1.9638  -9.2419  -1.9508
H  -0.6713  -9.0375  -3.0876
H  -0.8241  -6.6760  0.1644
H  -2.0521  -7.8768  -0.0711